# C19H22N4O5

C19H22N4O5 as an isolated structure at a distorted geometry (the ωB97M-V functional and the def2-TZVPD basis, the OMol25 dataset).

```
! wB97M-V def2-TZVPD RIJCOSX def2/J DEFGRID3
* xyz 0 1
O 3.38 -0.75 3.73
C 2.36 -1.47 3.45
N 1.20 -1.09 2.74
C 0.26 -1.90 2.27
H 0.38 -2.94 2.64
H -0.58 -1.34 2.60
C 0.56 -1.94 0.94
N 0.48 -0.90 0.11
C -0.63 -0.29 -0.38
C -0.47 0.94 -1.27
C -1.72 1.48 -1.73
N -1.41 2.38 -2.71
C 0.02 3.26 -3.01
H 0.30 3.29 -1.88
C 0.76 2.61 -4.07
O -0.02 2.20 -4.89
C -1.16 2.94 -5.22
C -2.14 2.72 -3.89
H -2.92 1.71 -4.14
H -2.93 3.56 -3.76
H -1.05 3.79 -5.40
H -1.80 2.42 -5.85
H 1.25 3.52 -4.35
H 1.35 2.00 -3.48
H -0.55 4.08 -3.19
C -2.92 1.12 -1.57
C -2.85 0.01 -0.79
C -2.10 -0.74 -0.16
H -2.05 -1.48 0.58
H -4.00 -0.31 -0.52
N -4.15 1.74 -1.82
O -3.93 2.90 -2.07
O -5.16 1.21 -1.80
H 0.63 1.24 -1.52
C 1.66 0.01 0.68
H 1.41 0.97 0.27
H 2.51 -0.65 0.33
C 1.40 0.37 2.36
H 2.27 0.68 2.64
H 0.45 0.71 2.60
H -0.36 -2.48 0.41
H 1.34 -2.49 0.89
C 2.47 -2.87 4.32
C 3.61 -3.41 4.88
C 2.98 -4.79 5.48
C 1.65 -4.62 4.98
O 1.35 -3.53 4.34
H 0.98 -5.29 5.22
H 3.46 -5.47 5.93
H 4.45 -3.10 5.05
*
```

Its frontier orbital gap is 8.01 eV. As for the energy above the lowest of the compared OMol25 structures with the same formula, charge and spin: 534.3 kcal per mole. The lowest unoccupied orbital energy comes out at 0.39 eV. The maximum force comes out at 15.0 eV/A.